# 1
{"formula": "C21H32BF6N2O8", "method": "the ωB97M-V functional and the def2-TZVPD basis", "elements": ["F", "F", "F", "F", "F", "F", "O", "O", "O", "O", "O", "O", "O", "O", "N", "N", "C", "C", "C", "C", "C", "C", "C", "C", "C", "C", "C", "C", "C", "C", "C", "C", "C", "C", "C", "C", "C", "B", "H", "H", "H", "H", "H", "H", "H", "H", "H", "H", "H", "H", "H", "H", "H", "H", "H", "H", "H", "H", "H", "H", "H", "H", "H", "H", "H", "H", "H", "H", "H", "H"], "xyz": [[-1.89, -1.39, -3.50], [3.78, -5.61, -1.29], [3.76, -7.73, -1.72], [-0.63, 0.33, -3.79], [-0.28, -0.99, -2.11], [2.36, -6.41, -2.72], [0.30, 5.90, 1.97], [1.38, 1.20, -0.79], [1.03, -7.70, -0.83], [0.50, -2.96, -3.70], [2.09, -6.40, 0.67], [1.30, 3.34, -1.56], [1.68, 3.50, 0.80], [0.73, -1.42, -5.33], [3.60, 4.25, -0.72], [-2.24, 6.57, 1.54], [0.37, 2.99, 0.55], [0.58, 2.41, -0.87], [0.15, 1.88, 1.60], [-1.28, 1.65, 2.05], [-0.64, 4.11, 0.63], [-1.02, -6.93, 0.25], [1.33, -3.89, -4.42], [0.02, -8.03, 0.14], [1.98, -6.88, -0.42], [-0.64, -0.93, -3.40], [-3.56, 1.06, 1.36], [-0.60, 4.80, 2.00], [-1.72, 1.77, 3.38], [-0.82, 2.11, 4.53], [-2.22, 1.28, 1.06], [2.80, -3.58, -4.21], [-3.08, 1.56, 3.67], [2.99, -6.64, -1.56], [0.30, -1.78, -4.28], [-3.99, 1.21, 2.68], [-1.96, 5.38, 2.37], [2.09, 4.09, -0.50], [-0.58, -6.01, 0.63], [1.59, 5.27, -0.53], [-3.43, 1.66, 4.68], [-0.30, 4.07, 2.76], [3.42, -4.34, -4.69], [0.49, -8.24, 1.10], [-1.98, 5.62, 3.44], [0.79, 2.08, 2.45], [-0.85, 3.18, 4.75], [1.15, 5.57, 2.25], [1.09, -4.87, -4.02], [3.99, 4.50, 0.19], [-1.93, 7.39, 2.03], [-0.47, 4.89, -0.10], [-2.75, 4.66, 2.17], [-0.35, 2.10, -1.37], [0.21, 1.86, 4.34], [-1.45, -6.72, -0.72], [3.04, -3.56, -3.15], [-0.43, -8.95, -0.22], [-1.65, 3.75, 0.46], [-4.24, 0.77, 0.57], [-5.04, 1.06, 2.90], [3.06, -2.61, -4.63], [-1.11, 1.56, 5.42], [3.70, 5.09, -1.26], [-1.81, -7.24, 0.93], [-3.23, 6.65, 1.38], [0.49, 0.93, 1.19], [-1.85, 1.20, 0.05], [0.84, 0.46, -1.05], [1.06, -3.88, -5.48]], "e_above_lowest_kj_mol": 0.0, "total_charge": -1, "homo_energy_ev": -3.43, "homo_lumo_gap_ev": 5.31, "e_lumo_ev": 1.882, "fmax_ha_per_bohr": 0.043}

=====

# 2
{"formula": "C21H32ClF9GaINO4S", "method": "the ωB97M-V functional and the def2-TZVPD basis", "elements": ["I", "Ga", "Cl", "S", "F", "F", "F", "F", "F", "F", "F", "F", "F", "O", "O", "O", "O", "N", "C", "C", "C", "C", "C", "C", "C", "C", "C", "C", "C", "C", "C", "C", "C", "C", "C", "C", "C", "C", "C", "H", "H", "H", "H", "H", "H", "H", "H", "H", "H", "H", "H", "H", "H", "H", "H", "H", "H", "H", "H", "H", "H", "H", "H", "H", "H", "H", "H", "H", "H", "H", "H"], "xyz": [[-1.98, -2.22, 1.05], [0.09, -1.08, -0.14], [3.52, 3.82, 0.42], [2.00, 4.32, -0.86], [0.80, -3.76, -0.63], [0.32, -2.68, -2.47], [4.77, -0.29, -1.68], [3.19, -2.17, -0.41], [4.70, -0.50, -3.83], [2.29, -0.22, -2.40], [2.95, -3.66, -1.96], [5.16, -2.21, -2.56], [2.55, -1.89, -3.82], [-1.57, -2.76, 5.47], [-2.38, 3.11, -3.82], [1.20, 5.37, -0.31], [2.61, 4.70, -2.10], [1.57, 0.85, 1.50], [-0.71, -5.04, 5.23], [4.41, -1.11, -2.67], [-3.00, 4.02, -4.70], [2.36, 1.18, 2.52], [2.88, 0.31, 3.44], [-3.96, 3.37, -5.68], [0.99, -2.57, -1.28], [2.88, -1.41, -2.61], [-0.67, -3.72, 5.98], [1.00, 2.84, -1.20], [2.49, -2.44, -1.53], [-3.46, -3.31, 6.94], [-0.70, 0.44, -1.23], [-0.39, 2.68, -5.19], [-2.94, -3.09, 5.53], [-1.09, 1.63, -0.31], [2.53, -1.02, 3.34], [-1.57, 2.11, -4.42], [1.72, -1.41, 2.30], [1.27, -0.45, 1.41], [-0.44, 2.97, -0.68], [-2.18, 1.78, -0.39], [-3.15, -3.97, 4.90], [-3.55, 4.72, -4.07], [0.18, 3.37, -4.57], [-3.48, -2.26, 5.08], [-1.64, 0.04, -1.63], [-2.17, 1.45, -5.05], [-1.65, -5.57, 5.39], [-4.54, -3.43, 6.94], [0.32, -3.28, 5.87], [-3.21, -2.45, 7.58], [0.96, 2.83, -2.29], [-3.43, 2.73, -6.40], [0.10, -5.69, 5.57], [3.53, 0.69, 4.21], [0.27, 1.87, -5.52], [-0.40, 3.58, 0.23], [1.51, 1.92, -0.90], [-0.83, -3.87, 7.05], [-0.94, 1.36, 0.74], [-0.71, 3.22, -6.08], [-2.24, 4.61, -5.23], [-0.60, -4.87, 4.15], [-3.03, -4.20, 7.40], [-4.67, 2.73, -5.15], [2.63, 2.23, 2.62], [-1.04, 3.54, -1.40], [-0.10, 0.71, -2.10], [-4.50, 4.13, -6.24], [1.45, -2.45, 2.20], [-1.20, 1.50, -3.60], [2.90, -1.73, 4.07]], "total_charge": -1, "homo_energy_ev": -5.50, "homo_lumo_gap_ev": 7.89, "e_lumo_ev": 2.398, "fmax_ha_per_bohr": 0.045}

=====

# 3
{"formula": "C21H32N2O5S", "method": "the ωB97M-V functional and the def2-TZVPD basis", "elements": ["S", "O", "O", "O", "O", "O", "N", "N", "C", "C", "C", "C", "C", "C", "C", "C", "C", "C", "C", "C", "C", "C", "C", "C", "C", "C", "C", "C", "C", "H", "H", "H", "H", "H", "H", "H", "H", "H", "H", "H", "H", "H", "H", "H", "H", "H", "H", "H", "H", "H", "H", "H", "H", "H", "H", "H", "H", "H", "H", "H", "H"], "xyz": [[-1.38, 1.82, -0.11], [-2.52, 1.41, -2.73], [-0.58, 2.37, 0.95], [1.51, -6.17, 1.85], [1.47, -1.60, 3.06], [-2.74, 1.48, 0.18], [-0.63, 0.50, -0.81], [0.64, -3.52, 2.21], [-0.70, 4.19, -1.31], [-0.92, -1.43, 0.68], [-1.95, 2.64, -2.67], [1.39, -7.53, 2.24], [1.51, 6.26, -1.86], [-1.28, -0.78, -0.65], [0.60, -1.57, 0.80], [1.41, -7.54, 3.77], [1.23, -0.18, 0.67], [-1.33, 2.98, -1.47], [0.81, 0.46, -0.65], [-0.66, 5.12, -2.34], [-1.92, 3.56, -3.71], [-0.65, 7.27, -1.06], [0.03, 6.45, -2.17], [2.04, -5.40, 2.93], [-1.28, 4.78, -3.53], [1.00, -4.34, 3.34], [0.97, -2.21, 2.14], [-3.21, 1.04, -3.90], [2.35, -6.38, 4.06], [3.39, -6.71, 4.00], [0.36, -4.02, 1.38], [-1.41, -2.41, 0.76], [2.23, -8.10, 1.84], [2.93, -4.88, 2.57], [-3.61, 0.05, -3.70], [1.40, -3.68, 4.11], [1.99, 5.68, -2.65], [0.10, -4.84, 3.72], [-1.27, 5.49, -4.36], [1.16, 1.50, -0.70], [2.01, 7.22, -1.79], [0.46, -7.92, 1.82], [-0.97, -1.42, -1.49], [0.90, 0.45, 1.49], [-0.06, 7.01, -3.11], [-2.39, 3.35, -4.66], [1.23, -0.09, -1.50], [-2.35, -0.59, -0.71], [0.42, -7.34, 4.17], [-1.71, 7.41, -1.29], [-0.25, 4.39, -0.35], [1.64, 5.73, -0.92], [-4.04, 1.73, -4.11], [1.76, -8.49, 4.17], [-2.54, 0.99, -4.76], [-0.57, 6.76, -0.11], [2.32, -0.26, 0.71], [-0.18, 8.25, -0.97], [2.19, -5.93, 5.04], [-1.29, -0.80, 1.49], [0.96, -2.21, -0.01]], "e_above_lowest_kj_mol": 132.2, "homo_energy_ev": -8.62, "smiles": "COc1ccc(C(C)C)cc1S(=O)(=O)N1CCC(C(=O)NC[C@H]2CCCO2)CC1", "homo_lumo_gap_ev": 9.29, "e_lumo_ev": 0.664, "fmax_ha_per_bohr": 0.021}

=====

# 4
{"formula": "C21H32N6O7", "method": "the ωB97M-V functional and the def2-TZVPD basis", "elements": ["O", "O", "O", "O", "O", "O", "O", "N", "N", "N", "N", "N", "N", "C", "C", "C", "C", "C", "C", "C", "C", "C", "C", "C", "C", "C", "C", "C", "C", "C", "C", "C", "C", "C", "H", "H", "H", "H", "H", "H", "H", "H", "H", "H", "H", "H", "H", "H", "H", "H", "H", "H", "H", "H", "H", "H", "H", "H", "H", "H", "H", "H", "H", "H", "H", "H"], "xyz": [[0.23, 7.74, 1.06], [1.80, 3.34, 2.39], [-0.41, 0.21, 0.76], [-3.78, 2.14, -1.77], [3.66, -1.05, -0.77], [-1.74, -5.96, 0.00], [-3.61, 4.34, -1.46], [0.41, 5.11, 2.10], [-0.20, 7.70, -1.17], [1.76, -0.04, 0.10], [-0.37, 2.96, 1.84], [1.19, 9.31, -0.26], [3.08, -3.99, -1.60], [0.39, 8.22, -0.05], [3.91, -4.10, 0.80], [-2.38, -5.50, 1.16], [-2.20, -2.16, -0.01], [-1.69, -5.01, -1.04], [2.51, -1.13, -0.47], [-3.52, -0.01, -0.67], [1.84, -3.55, -1.16], [-3.28, 3.36, -2.03], [0.69, 3.78, 2.13], [-2.80, -1.29, -1.15], [2.48, -0.20, 2.41], [2.35, 0.53, 1.32], [-2.84, 1.30, -1.06], [0.43, -0.48, 0.26], [-0.83, -2.69, -0.37], [0.31, -1.87, -0.26], [0.71, -4.38, -1.24], [-0.59, -3.99, -0.86], [4.24, -3.96, -0.68], [1.59, -2.27, -0.65], [1.64, 9.71, 0.54], [3.23, -4.92, 0.99], [2.08, -1.21, 2.48], [4.85, -4.27, 1.34], [-2.14, -1.57, 0.90], [-0.21, 1.97, 1.84], [-1.27, 3.32, 1.60], [2.97, -4.94, -1.93], [4.83, -3.07, -0.87], [-1.86, -4.63, 1.60], [-2.66, -4.51, -1.18], [-2.49, 1.83, -0.18], [-3.60, -0.04, 0.41], [1.34, 9.72, -1.16], [-1.95, 1.13, -1.68], [-1.98, -0.99, -1.81], [-3.42, -5.21, 0.96], [-1.50, -5.57, -1.96], [3.00, 0.19, 3.28], [4.86, -4.81, -0.98], [1.16, 5.76, 2.27], [0.83, -5.39, -1.63], [-3.46, -1.90, -1.77], [-0.48, 5.50, 1.87], [3.51, -3.17, 1.20], [2.62, 1.57, 1.26], [-2.57, 3.38, -2.87], [-4.54, 0.04, -1.06], [-2.37, -6.31, 1.88], [-0.08, 8.08, -2.08], [-0.78, 6.88, -1.05], [-2.89, -2.99, 0.16]], "homo_energy_ev": -8.60, "smiles": "C=CN1C(=O)c2c(NCC)cc(COC)c(CCCCOC=O)c2C1=O.NC(N)=O.NC(N)=O", "homo_lumo_gap_ev": 8.15, "e_lumo_ev": -0.453, "fmax_ha_per_bohr": 0.031}

=====

# 5
{"formula": "C21H33F3GaN3O4P2S2", "method": "the ωB97M-V functional and the def2-TZVPD basis", "elements": ["Ga", "S", "S", "P", "P", "F", "F", "F", "O", "O", "O", "O", "N", "N", "N", "C", "C", "C", "C", "C", "C", "C", "C", "C", "C", "C", "C", "C", "C", "C", "C", "C", "C", "C", "C", "C", "H", "H", "H", "H", "H", "H", "H", "H", "H", "H", "H", "H", "H", "H", "H", "H", "H", "H", "H", "H", "H", "H", "H", "H", "H", "H", "H", "H", "H", "H", "H", "H", "H"], "xyz": [[0.14, -0.99, 0.56], [-2.21, -1.72, 1.52], [-0.30, -1.52, -1.76], [0.26, 1.54, 0.24], [2.66, -0.61, 0.73], [-3.06, -3.24, -0.41], [-4.30, -1.51, -0.11], [-4.42, -3.18, 1.26], [0.43, -0.78, 2.55], [-1.09, -2.62, 1.17], [-2.56, -1.71, 2.89], [-1.94, -0.43, 0.90], [-0.42, -0.49, 4.61], [0.67, -3.54, -0.42], [-0.80, -4.08, -2.16], [-1.66, -6.31, -2.64], [0.05, -1.27, 3.67], [1.74, 2.00, 1.19], [3.81, 2.67, 2.92], [2.72, 1.04, 1.52], [1.86, 3.30, 1.68], [-0.58, 0.92, 4.34], [-1.03, -1.03, 5.81], [-3.62, -2.45, 0.52], [3.58, -0.32, -0.82], [-1.08, 2.64, 0.80], [0.54, 2.13, -1.47], [1.53, -5.17, 1.10], [-0.10, -5.77, -0.71], [3.74, 1.39, 2.40], [3.73, -1.72, 1.70], [0.68, -4.81, -0.05], [2.89, 3.64, 2.53], [-0.84, -5.40, -1.81], [-0.11, -3.17, -1.43], [0.22, -2.73, 3.94], [4.59, 2.92, 3.62], [-1.65, -7.32, -2.24], [3.75, -1.27, -1.33], [-1.09, 2.73, 1.88], [-0.78, 1.45, 5.27], [2.07, -4.30, 1.45], [-1.42, 1.07, 3.65], [0.62, -3.20, 3.06], [4.49, 0.67, 2.68], [-2.69, -5.96, -2.68], [0.88, -2.89, 4.79], [2.98, 4.65, 2.90], [4.72, -1.30, 1.82], [3.00, 0.33, -1.47], [3.82, -2.66, 1.15], [3.27, -1.91, 2.67], [-0.98, 3.63, 0.34], [-1.36, -3.76, -2.94], [1.14, 4.05, 1.39], [4.53, 0.16, -0.60], [-0.75, -3.17, 4.18], [-1.96, -1.54, 5.55], [0.32, 1.32, 3.88], [-1.26, -0.22, 6.49], [-1.28, -6.33, -3.66], [0.91, -5.56, 1.91], [-0.11, -6.79, -0.36], [1.27, 1.52, -1.99], [-0.41, 2.09, -2.00], [0.89, 3.16, -1.44], [-2.02, 2.19, 0.48], [2.22, -5.97, 0.83], [-0.36, -1.72, 6.31]], "e_above_lowest_kj_mol": 0.0, "total_charge": 2, "homo_energy_ev": -14.47, "homo_lumo_gap_ev": 8.76, "e_lumo_ev": -5.718, "fmax_ha_per_bohr": 0.036}

=====

# 6
{"formula": "C21H33F3O18", "method": "the ωB97M-V functional and the def2-TZVPD basis", "elements": ["F", "F", "F", "O", "O", "O", "O", "O", "O", "O", "O", "O", "O", "O", "O", "O", "O", "O", "O", "O", "O", "C", "C", "C", "C", "C", "C", "C", "C", "C", "C", "C", "C", "C", "C", "C", "C", "C", "C", "C", "C", "C", "H", "H", "H", "H", "H", "H", "H", "H", "H", "H", "H", "H", "H", "H", "H", "H", "H", "H", "H", "H", "H", "H", "H", "H", "H", "H", "H", "H", "H", "H", "H", "H", "H"], "xyz": [[1.54, 0.06, 3.22], [0.73, 2.47, -4.05], [5.51, -2.33, -0.19], [6.93, -4.32, -3.85], [0.53, -1.06, 0.51], [-1.42, 3.95, -2.64], [0.03, -5.73, 1.35], [3.00, 8.07, -0.22], [-6.51, -0.55, 0.18], [6.10, -2.85, -2.35], [0.75, 3.89, -2.25], [-0.29, 5.86, -2.30], [2.23, 8.48, 1.87], [2.52, -0.35, 1.23], [-5.68, -2.65, -0.18], [-1.82, -5.52, 0.33], [2.17, 6.47, 1.11], [5.92, -5.00, -1.94], [-1.01, -3.73, 1.48], [-4.67, -1.12, 1.10], [2.38, -2.16, -0.09], [4.91, -4.41, -1.14], [-2.93, -4.83, -0.20], [1.22, -5.22, 1.91], [-3.56, -1.96, 1.34], [5.11, -2.90, -1.37], [-0.35, 4.68, -2.37], [1.86, -1.26, 0.49], [-5.65, -1.56, 0.34], [-7.58, -0.66, -0.76], [0.42, 2.59, -2.72], [6.35, -4.11, -2.84], [2.14, 9.88, 1.68], [-1.07, 2.57, -2.55], [2.48, 7.74, 0.82], [2.03, 4.13, 0.46], [1.59, 0.47, 1.91], [2.39, -6.09, 1.46], [-0.94, -4.85, 1.04], [0.23, 0.12, 1.24], [-8.85, -0.33, 0.03], [2.39, 5.54, 0.04], [-7.29, -0.02, -1.59], [-0.03, 0.93, 0.56], [4.19, -2.40, -1.68], [-3.28, -5.23, -1.16], [-1.59, 2.02, -3.34], [-0.56, -0.03, 1.97], [3.38, -5.73, 1.73], [1.85, 1.53, 1.95], [-2.65, -3.86, -0.62], [2.14, 10.23, 0.65], [2.39, -6.21, 0.38], [1.23, 10.31, 2.10], [2.44, 3.41, -0.25], [-9.76, -0.47, -0.56], [3.00, 10.35, 2.16], [2.56, 3.88, 1.38], [1.13, -5.26, 3.00], [-1.39, 2.22, -1.57], [0.96, 3.91, 0.43], [-8.83, 0.67, 0.46], [1.82, 5.90, -0.82], [1.45, -4.22, 1.53], [3.46, 5.53, -0.16], [-3.16, -2.29, 0.38], [-9.00, -1.07, 0.82], [0.98, 1.81, -2.20], [5.16, -4.70, -0.11], [-3.78, -4.83, 0.46], [-2.73, -1.39, 1.73], [3.90, -4.77, -1.38], [-7.67, -1.67, -1.18], [-3.72, -2.85, 1.94], [2.27, -7.10, 1.85]], "homo_energy_ev": -10.78, "smiles": "O=C1OC[C@@H](F)O1.O=C1OC[C@@H](F)O1.O=C1OC[C@@H](F)O1.CCOC(=O)OC.CCOC(=O)OC.CCOC(=O)OC", "homo_lumo_gap_ev": 10.59, "e_lumo_ev": -0.198, "fmax_ha_per_bohr": 0.036}

=====

# 7
{"formula": "C21H33FIN4O12", "method": "the ωB97M-V functional and the def2-TZVPD basis", "elements": ["I", "F", "O", "O", "O", "O", "O", "O", "O", "O", "O", "O", "O", "O", "N", "N", "N", "N", "C", "C", "C", "C", "C", "C", "C", "C", "C", "C", "C", "C", "C", "C", "C", "C", "C", "C", "C", "C", "C", "H", "H", "H", "H", "H", "H", "H", "H", "H", "H", "H", "H", "H", "H", "H", "H", "H", "H", "H", "H", "H", "H", "H", "H", "H", "H", "H", "H", "H", "H", "H", "H", "H"], "xyz": [[-2.86, -0.79, -1.39], [0.86, -4.79, 0.53], [1.09, -1.79, 5.05], [3.81, -4.61, 4.69], [-0.32, 8.89, -3.88], [-4.33, 3.60, -1.13], [1.13, -0.49, 6.88], [4.38, -5.08, 6.83], [-3.15, 3.86, -3.02], [-0.26, 0.03, 5.16], [0.55, 7.86, -2.05], [-5.27, 3.07, -3.12], [-0.12, 6.65, -3.84], [3.28, -6.61, 5.57], [1.04, -5.99, -2.30], [-0.22, -4.01, -2.92], [-0.35, -3.10, -0.72], [0.34, -4.27, -0.59], [2.21, -2.19, 5.84], [3.43, -5.46, 3.62], [-2.98, 3.86, -0.76], [-2.45, 4.54, -1.98], [2.99, -1.43, 8.13], [0.45, -4.83, -1.92], [-0.91, 6.99, -4.98], [-4.34, 3.47, -2.49], [0.57, -0.68, 5.65], [3.87, -5.40, 5.80], [2.68, -4.69, 2.55], [-1.56, 9.24, -5.94], [2.60, -6.50, 4.33], [-0.70, -2.94, -2.11], [1.82, -1.69, 7.20], [-3.35, -3.18, -4.11], [0.08, 7.81, -3.15], [-0.95, 4.42, -2.16], [-0.52, 8.42, -5.21], [-1.49, -1.74, -2.80], [-2.15, -2.13, -4.20], [2.58, -7.45, 3.80], [-1.38, 10.31, -5.79], [3.37, -2.37, 8.54], [-0.67, 4.63, -3.19], [-2.58, -1.17, -4.65], [0.44, 8.50, -5.73], [-3.38, -3.74, -5.11], [2.69, -0.78, 8.95], [-0.69, -0.95, -3.04], [1.58, -6.17, 4.52], [2.34, -3.27, 5.80], [-1.55, 9.03, -7.01], [-1.97, 6.87, -4.72], [0.46, -6.76, -2.64], [4.34, -5.90, 3.19], [-4.35, -2.62, -4.06], [3.10, -1.71, 5.44], [-2.94, 4.49, 0.13], [-0.68, 6.34, -5.83], [1.68, -4.41, 2.89], [-0.43, 5.12, -1.50], [2.58, -5.29, 1.64], [-0.60, 3.41, -1.93], [1.10, -2.37, 7.69], [3.80, -0.93, 7.60], [-1.33, -2.47, -4.91], [-2.50, 2.90, -0.54], [3.20, -3.76, 2.31], [-3.27, -3.94, -3.27], [-2.75, 5.59, -2.02], [-0.57, -2.46, 0.06], [2.06, -6.06, -2.16], [-2.56, 9.04, -5.56]], "total_charge": 1, "homo_energy_ev": -12.55, "homo_lumo_gap_ev": 8.25, "e_lumo_ev": -4.306, "fmax_ha_per_bohr": 0.139}